91
Properties=species:S:1:pos:R:3:forces:R:3 method="wB97M-V/def2-TZVPD" lumo_energy_ha="0.0799 / 0.0741" total_charge=-1 multiplicity=2 e_tot_ha=-3327.5881 e_above_lowest_ev=2.472
I -0.36158 -3.37690 1.63916 -0.03 -0.24 -0.22
Te 3.28920 4.24418 1.15699 0.18 -0.17 -0.15
S -1.67250 1.97130 -2.56003 -0.01 0.03 0.06
Mg -0.40875 -0.45375 -0.11154 0.71 0.28 0.05
O 0.97917 -2.01186 -3.39870 0.09 0.04 -0.09
O 1.05028 -1.20926 -0.81340 1.44 -0.66 -0.57
O -1.26596 0.32146 1.33898 -0.27 0.50 1.07
O -4.58945 0.35710 -3.00334 0.10 0.04 -0.11
N 1.89046 1.24306 0.87533 0.38 0.02 0.24
N -1.90063 -1.71995 -0.49512 -0.52 0.19 -0.16
N -3.40513 3.08586 0.59998 0.17 0.16 0.09
C -2.41617 2.37049 1.08421 -0.18 0.05 0.06
C 3.97832 -4.72577 -6.26873 0.00 0.00 0.00
C 2.97017 -1.81262 -2.10077 -0.20 0.16 0.34
C 7.10993 2.27324 2.01233 0.01 -0.04 -0.02
C 6.66833 -1.44087 -1.16461 -0.16 0.02 0.03
C 4.89866 3.22804 2.10881 -0.23 0.13 -0.23
C 3.15985 -0.65808 0.03610 -0.09 0.09 -0.15
C 3.58825 -4.25985 -3.94211 -0.03 0.08 0.00
C 2.31590 -0.47712 2.45032 -0.02 -0.09 0.24
C -2.81237 -0.89297 -0.91934 -0.33 -0.64 0.44
C 5.82380 2.10999 4.03091 0.04 -0.02 0.05
C 1.40265 0.06931 3.35330 -0.02 0.08 0.00
C 2.00752 -1.58649 4.98988 -0.01 -0.04 -0.05
C -5.14465 0.69892 -1.73583 0.02 0.05 0.09
C 1.25078 -0.48260 4.61285 0.00 -0.03 0.04
C 4.52879 -0.72873 -0.04313 -0.06 -0.05 -0.14
C 2.82309 -3.14725 -4.28292 0.07 -0.16 -0.01
C 4.78770 2.80946 3.42885 -0.09 -0.02 -0.01
C -1.57811 -4.50655 -2.93261 -0.02 -0.11 0.00
C -0.94291 -5.45373 -2.14126 0.02 0.02 0.00
C 4.37462 -1.84164 -2.14381 -0.14 0.05 0.02
C -4.25857 2.49182 -0.28168 -0.03 -0.20 -0.06
C 5.16346 -1.34738 -1.12781 0.18 0.07 0.00
C 2.44945 0.11741 1.09824 -0.04 0.20 -0.30
C 3.19837 -3.63102 -6.61475 0.00 -0.03 -0.03
C -2.91922 0.47651 -0.43645 -0.55 0.04 0.11
C -1.91914 -3.27147 -2.41493 -0.04 0.18 0.16
C 3.13131 2.90091 -0.54153 -0.33 -0.36 0.43
C -2.16282 1.01019 0.72813 -0.87 0.14 0.22
C -1.62025 -2.93904 -1.08785 -0.11 -0.66 -0.35
C 2.15100 -2.28675 -3.23837 0.00 -0.10 -0.07
C -1.50490 0.89959 -1.35209 0.52 0.77 -1.07
C 6.98218 1.82983 3.32172 0.03 0.01 0.00
C 4.16376 -5.04347 -4.93062 0.01 -0.07 -0.02
C 2.61658 -2.85330 -5.62611 -0.02 0.09 0.03
C -0.61346 -5.14041 -0.82945 -0.01 -0.03 -0.05
C 6.07497 2.97484 1.41081 0.02 -0.05 -0.06
C -0.93160 -3.89322 -0.32823 -0.05 0.21 0.38
C 2.32428 -1.23770 -0.96774 0.25 -0.26 -0.02
C -4.13572 1.23143 -0.76190 0.03 0.06 -0.07
C 3.06520 -1.58822 2.83081 -0.05 0.06 -0.04
C -1.49326 3.00390 2.08299 0.04 -0.11 -0.11
C 1.99380 1.86855 -0.43219 -0.05 0.21 -0.08
C 2.91324 -2.13655 4.09536 0.03 -0.03 0.08
H 3.88285 3.01737 3.98360 -0.07 -0.08 0.00
H 1.99860 -2.00175 -5.88184 -0.02 -0.01 0.01
H -5.10238 3.10652 -0.58117 0.00 -0.05 -0.05
H 3.50061 -3.00106 4.37965 -0.01 0.00 -0.01
H -0.46405 2.93937 1.71804 0.05 0.01 0.10
H 4.09660 2.40224 -0.62382 0.07 0.05 0.05
H 3.03896 -3.38847 -7.65801 0.01 0.02 0.00
H 6.18383 3.32311 0.39042 0.00 0.00 0.01
H -0.68581 -6.42634 -2.54075 0.00 0.01 -0.02
H 5.13236 -0.27698 0.73693 0.04 0.06 0.09
H -1.52711 2.47678 3.03855 0.02 -0.02 0.01
H -3.87217 0.99118 -3.18186 -0.03 -0.04 0.06
H 0.80502 0.91341 3.03243 -0.01 -0.04 0.01
H 4.86168 -2.23922 -3.02427 0.01 -0.08 -0.02
H 1.87500 -2.03113 5.96870 0.01 0.03 0.01
H 4.76044 -5.90493 -4.65656 -0.02 -0.01 0.00
H 2.97342 3.51762 -1.42369 0.06 0.03 0.01
H 7.01224 -1.81030 -2.13073 0.03 0.01 0.01
H 7.12706 -0.46655 -0.98192 0.05 -0.02 -0.02
H -5.61087 -0.21376 -1.34875 -0.02 0.00 -0.07
H -3.49852 -1.18497 -1.71277 -0.05 0.08 0.00
H -2.38533 -2.52917 -3.05049 0.02 0.02 0.00
H 2.12431 1.12248 -1.22288 0.01 0.21 -0.13
H 1.04469 2.38067 -0.61191 -0.01 -0.05 -0.04
H 4.43605 -5.33265 -7.04002 0.00 -0.01 0.00
H 3.72596 -4.51230 -2.89827 0.03 0.02 0.02
H 8.01755 2.07237 1.45558 -0.01 0.00 0.01
H 7.78423 1.27087 3.78733 0.00 0.01 0.00
H -1.80183 -4.72955 -3.96816 0.00 0.01 0.00
H 5.71424 1.76767 5.05227 0.01 0.00 0.01
H -1.77366 4.04415 2.22778 -0.02 0.01 -0.02
H 0.53199 -0.06226 5.30538 -0.02 0.01 -0.04
H 7.02604 -2.12493 -0.39060 0.08 0.01 -0.04
H -0.11689 -5.86460 -0.19795 0.05 0.02 -0.02
H 3.76059 -2.03350 2.13322 0.00 -0.01 -0.03
H -5.93441 1.44747 -1.86802 -0.02 -0.03 0.09

69
Properties=species:S:1:pos:R:3:forces:R:3 method="wB97M-V/def2-TZVPD" lumo_energy_ha=0.0041 multiplicity=1 e_tot_ha=-1643.5649 e_above_lowest_ev=2.014
O 2.42160 3.96494 -0.76863 -0.06 0.21 -0.01
O -0.63465 -0.22133 -1.81507 0.00 0.14 -0.20
O -5.43240 1.56705 -2.11124 0.42 -0.10 -0.10
O -6.50200 0.98173 -0.15734 0.35 -0.31 0.40
O 4.35066 0.16087 -0.91349 0.13 0.27 -0.31
O 1.34613 -2.32430 1.24221 0.06 -0.24 0.23
N 2.47863 1.90660 1.16914 -0.14 0.04 0.11
N 1.52254 -1.43329 -0.83153 0.04 0.13 -0.24
N -2.55043 -1.20750 1.66687 0.47 -0.02 0.03
N 3.83075 -0.93171 1.00154 0.00 -0.03 0.55
C 1.83935 2.70443 -1.01454 -0.35 -0.32 0.04
C 2.25352 -2.83564 -3.23756 0.07 0.24 0.10
C -3.17885 -1.63846 2.90209 -0.35 -0.38 0.30
C -1.27212 -1.55568 1.44438 0.24 0.03 -0.12
C 3.22632 -1.89160 -2.53417 0.00 -0.19 0.15
C -3.25992 0.54555 -1.51350 -0.47 0.20 -0.06
C -1.19358 -0.53273 -0.76086 -0.14 -0.15 0.34
C 3.06018 3.20487 1.44663 0.10 0.07 -0.33
C 2.20219 1.11076 2.34360 0.11 -0.02 0.10
C -6.64896 1.63624 -1.40326 -1.07 0.61 -0.49
C 2.90894 -1.79463 -1.03897 0.26 0.11 -0.07
C -0.56617 -1.26752 0.31626 -0.03 0.04 -0.03
C 1.34414 2.07131 0.28500 0.08 0.15 -0.30
C 4.66299 -2.37187 -2.72666 -0.15 0.26 0.06
C -5.21798 0.53336 -0.11682 0.39 0.01 -0.30
C -4.56204 0.88762 -1.30696 0.12 -0.26 0.46
C 3.50477 3.82584 0.12052 0.19 0.04 0.35
C 3.78058 -0.73574 -0.32670 -0.09 -0.58 -0.11
C 3.48623 0.53909 2.95824 -0.11 0.01 -0.31
C -4.59715 -0.16027 0.88414 -0.33 0.15 -0.04
C -3.24697 -0.51961 0.69453 -0.03 0.37 -0.72
C 0.85196 -1.72617 0.28560 -0.24 0.06 -0.09
C 4.45337 0.01571 1.89450 0.18 0.20 0.18
C -2.59127 -0.16931 -0.50153 -0.11 -0.08 0.18
C -3.97796 -2.92376 2.70246 0.08 0.21 0.06
H 2.50973 -2.91405 -4.29136 0.01 -0.04 -0.11
H -3.81582 -0.83871 3.28474 0.14 -0.02 0.00
H -0.76817 -2.10490 2.22905 -0.03 0.00 0.06
H -2.38805 -1.81231 3.63486 -0.06 0.14 -0.10
H 0.56286 2.71510 0.73377 0.01 -0.05 -0.04
H 1.64823 1.67810 3.11556 -0.03 -0.06 -0.06
H -6.92106 2.68972 -1.23329 0.15 -0.25 0.01
H 4.00280 1.29974 3.54553 0.04 -0.04 0.10
H 1.04408 -0.87578 -1.53904 -0.14 -0.10 0.15
H 5.31054 -0.45783 2.38898 -0.02 0.13 -0.06
H -5.15021 -0.40893 1.77154 -0.05 -0.06 0.15
H 1.56805 0.27838 2.02900 -0.02 0.03 0.03
H 3.92665 3.08816 2.09831 0.05 0.04 0.04
H -4.76147 -2.78445 1.96225 -0.08 -0.02 -0.06
H 4.27140 3.17898 -0.32976 0.00 0.06 0.06
H 1.22924 -2.48001 -3.16289 -0.14 -0.05 -0.04
H -2.72091 0.79532 -2.41195 0.07 0.03 -0.11
H 2.33172 3.87556 1.94176 0.07 -0.04 0.02
H 2.58195 2.03338 -1.46789 -0.08 0.01 -0.01
H 4.81024 0.83698 1.27031 0.04 -0.11 0.11
H 3.20810 -0.27243 3.63399 0.01 0.03 0.13
H 2.30700 -3.82959 -2.79672 -0.02 -0.15 0.03
H -3.32216 -3.72126 2.36167 0.04 -0.08 -0.02
H 4.79987 -3.35572 -2.28126 0.01 -0.16 0.03
H 3.13315 -0.88749 -2.95972 0.02 0.00 0.04
H 3.90840 4.82838 0.27548 0.03 -0.08 0.02
H 3.07442 -2.76474 -0.55224 0.00 0.09 -0.10
H 5.35868 -1.67761 -2.26495 0.12 0.02 0.01
H 1.01272 2.86908 -1.70707 0.03 -0.05 0.02
H -7.44510 1.14393 -1.98326 0.24 0.04 0.15
H 0.90883 1.09575 0.06889 -0.01 0.00 -0.02
H 3.20816 -1.62420 1.40566 0.02 -0.01 -0.22
H 4.89637 -2.43813 -3.78647 0.05 -0.04 -0.10
H -4.43343 -3.22552 3.64148 -0.07 -0.06 0.08

69
Properties=species:S:1:pos:R:3:forces:R:3 method="wB97M-V/def2-TZVPD" lumo_energy_ha="-0.1411 / -0.3198" total_charge=+1 multiplicity=3 e_tot_ha=-2261.0061 e_above_lowest_ev=0.335
Au 0.25331 0.40347 2.82461 -0.15 1.29 -0.03
Cl 2.00874 -0.11602 4.98937 -3.25 -0.79 0.70
Si -1.76129 3.14843 3.34455 -2.16 1.19 0.96
Si -3.09173 -0.65575 -2.77866 -0.34 -0.07 -0.36
O 1.32547 -1.10149 3.78675 2.01 1.10 3.30
O 3.41404 -0.27333 5.04824 -1.02 -0.01 -0.14
O 1.25809 -0.30680 6.24836 2.15 0.33 -3.31
O 2.13513 0.55493 1.32253 -1.09 0.06 -0.45
O 1.63573 1.31252 4.40462 0.27 -2.15 0.21
O 1.03945 -2.71466 -2.58554 0.08 -0.27 -0.52
C 3.95458 -0.91215 0.59714 -1.43 0.96 -0.71
C 1.46123 -4.95392 -1.66904 -0.67 0.31 -0.61
C -0.52746 2.25340 2.31123 1.82 0.06 0.23
C 1.70386 -2.31585 -3.80422 0.32 -1.03 0.46
C -3.49762 -2.08671 -3.93125 0.14 0.00 0.16
C -2.13493 -1.26756 -1.26637 -0.17 -1.11 -0.64
C -3.43481 3.17378 2.47540 0.29 -0.30 -0.13
C -1.23376 4.96043 3.42053 0.51 -0.07 -0.20
C -2.16296 0.66878 -3.73038 0.10 0.00 0.10
C -4.74591 0.06655 -2.25853 0.11 -0.04 0.10
C 3.25644 2.70657 0.66237 -0.15 -1.60 0.20
C 2.96366 -3.15764 -4.13510 -0.81 0.56 -0.01
C 0.55026 -4.07783 -2.56147 0.89 0.19 0.42
C -2.02794 2.54458 5.09751 0.43 -0.45 -0.12
C 3.33279 -0.10586 1.72105 -0.09 -0.93 1.45
C 2.22156 1.62809 0.32922 -0.86 1.29 1.85
H -2.08576 5.59617 3.69990 0.11 -0.32 -0.07
H 4.00628 0.61935 2.15635 0.31 0.23 -0.03
H -1.14972 0.34056 -3.98327 -0.06 0.07 -0.01
H 2.39959 1.10760 -0.56711 0.33 -0.45 -1.39
H 1.19673 2.08416 0.28775 0.96 -0.63 -0.01
H -4.12540 3.85132 2.99524 0.22 -0.15 -0.05
H -0.44834 -4.04953 -2.12817 -0.10 0.09 -0.04
H 0.46924 -4.50162 -3.57187 0.06 0.21 0.11
H -2.33598 1.49039 5.09265 0.02 0.18 0.16
H -2.60106 -2.46824 -4.42716 -0.07 -0.06 -0.01
H 2.46991 -5.00121 -2.06605 0.11 -0.01 -0.03
H -2.81441 3.12520 5.59256 0.13 -0.04 -0.20
H -5.20128 0.61092 -3.09526 0.06 -0.10 0.16
H 3.18656 3.43848 -0.10199 0.05 0.82 -0.68
H -0.44117 5.11835 4.15893 -0.02 0.02 -0.13
H -1.04630 -1.29255 -1.41487 -0.22 0.28 0.16
H -2.68919 0.90097 -4.66383 0.08 -0.02 0.14
H -1.10938 2.63818 5.68854 -0.16 -0.08 0.02
H -4.62191 0.76044 -1.42161 -0.14 0.00 -0.05
H -4.20349 -1.75936 -4.70315 0.11 -0.05 0.09
H -3.32686 3.53180 1.44310 -0.10 -0.08 0.15
H -0.87004 5.29350 2.43937 -0.06 0.06 0.22
H 3.30613 -1.74200 0.32918 -0.01 -0.03 -0.15
H -2.46098 -0.72699 -0.39001 0.22 0.27 0.40
H -0.75446 2.27022 1.27724 -0.43 -0.11 -1.15
H 4.25978 2.27670 0.65024 0.00 0.21 0.01
H -2.42613 -2.33331 -1.11770 0.09 0.61 0.03
H 1.05183 -5.96369 -1.62337 0.04 -0.04 0.06
H 1.49099 -4.54348 -0.66377 0.02 0.04 0.11
H 2.70123 -4.18657 -4.36926 0.02 -0.07 0.01
H 3.66756 -3.14266 -3.31100 0.10 -0.01 0.18
H -2.09276 1.59416 -3.14553 0.03 -0.09 -0.11
H -5.43503 -0.72992 -1.95620 0.05 0.16 0.02
H 0.47944 2.70730 2.42715 -0.47 0.24 -0.12
H 0.99200 -2.36694 -4.62928 -0.05 0.00 -0.14
H 3.44916 -2.72573 -5.00925 0.03 -0.02 -0.07
H -3.96287 -2.91094 -3.37330 0.09 0.14 -0.15
H 4.87299 -1.27852 0.94875 1.34 -0.55 0.40
H 4.12072 -0.27163 -0.27996 0.11 -0.31 0.16
H 1.99396 -1.27886 -3.66559 -0.08 0.15 0.12
H -3.89204 2.17915 2.45361 -0.04 0.11 -0.08
H 3.01427 -0.80254 2.54876 0.46 0.75 -1.12
H 3.07020 3.16541 1.62633 -0.08 0.07 0.16

100
Properties=species:S:1:pos:R:3:forces:R:3 method="wB97M-V/def2-TZVPD" lumo_energy_ha="-0.1178 / -0.1178" total_charge=+1 multiplicity=1 e_tot_ha=-3865.5284 e_above_lowest_ev=0.273
Sc 0.19440 0.16322 -0.05187 -0.34 -0.28 0.28
S -1.76666 -3.14685 0.03071 -0.08 -0.15 0.07
F -4.73016 3.12270 3.64809 0.01 0.00 0.00
O -3.97650 -0.15733 1.29954 -0.01 0.09 0.12
O -2.24867 -0.14518 -0.08538 0.07 0.12 -0.04
O -0.70834 1.50755 1.27342 -0.19 0.33 0.19
O 1.64768 1.49537 -0.00157 0.40 -0.09 0.24
O 2.87355 3.34758 0.13758 0.02 -0.06 0.23
N -5.77262 -0.57011 -0.52627 -0.04 0.00 -0.04
N -1.61182 -3.01354 2.96125 0.08 -0.04 -0.04
N -0.78785 -2.09498 0.95373 0.30 0.01 -0.01
N 0.86709 -0.48500 2.28550 0.06 0.16 0.00
N -0.00601 -1.25194 -1.79991 0.09 -0.42 -0.34
N -0.11145 5.51310 1.85963 0.05 -0.01 -0.04
N 1.98590 -1.43009 -0.25446 -0.23 -0.15 -0.07
N 0.47821 -2.42721 -1.78390 -0.17 0.23 -0.16
N -0.61149 1.28383 -1.83827 0.21 -0.29 0.18
C 1.56910 -2.52461 -0.90688 0.17 0.00 -0.01
C -1.27990 4.91969 2.33496 -0.09 -0.06 0.04
C 0.04133 4.90545 -2.14250 0.02 0.03 -0.02
C -3.59012 3.68748 3.21484 0.03 -0.03 -0.02
C 2.23029 -3.74583 -0.82490 -0.05 0.10 -0.01
C -1.95991 3.22511 -1.22296 0.05 -0.07 -0.05
C -2.63602 2.91730 2.61753 -0.03 0.06 0.03
C -1.46204 3.53887 2.16932 0.00 0.03 -0.02
C -3.43484 5.06121 3.38210 0.04 -0.01 -0.02
C -2.91532 -3.28995 2.48794 -0.07 0.01 -0.05
C -2.52836 -1.34582 -4.45934 0.03 -0.06 0.03
C 3.86628 -2.66361 0.54094 0.00 0.01 -0.01
C 0.13096 6.97129 2.05417 0.00 0.06 0.01
C -1.22634 0.51558 -2.72510 -0.20 -0.13 0.11
C 3.38987 -3.81330 -0.07795 0.02 0.03 0.03
C -0.81641 2.67734 -1.80656 -0.04 0.14 0.01
C 0.70276 3.39920 1.06333 0.11 -0.04 0.17
C -1.60456 -1.80271 -3.56753 -0.02 -0.02 -0.12
C 3.12799 -1.49936 0.42546 0.01 0.03 0.01
C -0.95242 -0.89716 -2.70335 -0.06 0.02 0.01
C 1.65990 -1.05795 4.88032 0.03 0.04 -0.03
C 0.66759 -1.80427 4.26467 0.00 0.03 -0.05
C -4.43822 -0.30184 -1.05025 0.06 -0.03 0.02
C -5.23677 -3.74548 2.88486 0.01 0.01 -0.01
C -3.13937 -3.33789 1.11909 0.03 -0.07 -0.02
C 1.85701 2.72294 0.36869 -0.21 0.37 -0.52
C -1.09945 5.44390 -1.56300 -0.03 0.02 0.00
C 0.81097 4.75286 1.27244 0.04 -0.09 0.00
C -1.20231 7.70280 2.01770 0.04 0.00 0.04
C -2.11987 7.17357 3.10431 -0.01 0.04 0.01
C -2.17759 0.94812 -3.70543 0.10 0.12 0.00
C 0.29009 -1.47454 2.96961 0.03 0.04 0.00
C 2.23327 -0.00741 4.18606 -0.04 -0.04 -0.01
C -0.75649 -2.22939 2.22484 -0.14 0.09 -0.07
C -4.41813 -3.56751 0.63528 0.01 -0.01 0.04
C -2.79243 0.04756 -4.52387 0.03 0.05 0.01
C -3.44064 -0.19042 0.09254 0.00 -0.11 -0.07
C -2.10029 4.59867 -1.10173 -0.01 0.03 -0.01
C -5.46665 -3.79004 1.51864 0.01 0.00 -0.01
C -2.28903 5.69035 2.95219 0.00 -0.08 -0.02
C 1.80758 0.23782 2.88895 -0.02 -0.04 0.09
C -0.46902 2.73130 1.47612 0.02 0.08 -0.06
C 0.18619 3.53186 -2.26168 -0.06 -0.04 -0.01
C -3.96387 -3.48161 3.37149 0.00 0.03 -0.03
C 1.09425 7.54004 1.02377 0.01 -0.01 0.03
H -1.35276 -2.85174 -3.49295 0.00 -0.01 0.00
H 1.71582 5.23087 0.92995 0.00 0.00 -0.01
H -6.45630 -4.00419 1.13947 -0.02 -0.01 0.00
H -1.65615 7.57195 1.03093 -0.01 -0.01 -0.01
H 2.24316 1.03647 2.30222 0.00 -0.01 0.01
H -2.72161 2.55727 -0.83715 -0.01 0.00 -0.01
H -4.94946 -0.24982 1.15257 0.01 0.00 -0.01
H 3.46019 -0.57502 0.88097 0.00 0.00 0.02
H 3.93334 -4.74504 0.00216 0.01 -0.01 0.00
H 4.79265 -2.66420 1.09630 0.01 0.00 0.01
H -2.39365 2.00451 -3.78925 -0.02 0.02 0.00
H -3.09448 7.66068 3.07208 0.00 0.00 -0.01
H 0.77748 7.28445 0.01199 -0.01 0.00 -0.02
H -4.41599 0.65121 -1.58376 0.01 -0.03 0.01
H -1.21480 6.51778 -1.48455 -0.01 0.02 0.00
H -1.56009 -2.88984 3.95976 0.02 -0.02 -0.03
H 1.08348 3.10434 -2.69009 0.01 -0.01 0.00
H -2.77112 1.85515 2.47110 -0.01 -0.03 -0.01
H -6.04728 -3.91505 3.57911 -0.02 0.00 0.01
H -3.78662 -3.43436 4.43870 0.00 0.00 0.04
H 1.97868 -1.30035 5.88479 0.01 0.01 0.01
H -6.48879 -0.04023 -1.00178 0.01 0.02 0.01
H 1.09215 8.62486 1.11891 0.00 0.01 0.01
H -4.05149 -1.05223 -1.74612 -0.01 0.01 0.02
H -2.99363 5.00865 -0.64585 -0.01 0.01 0.01
H -4.58213 -3.60519 -0.43561 0.02 -0.02 -0.03
H 0.56244 7.08197 3.05533 -0.03 0.02 -0.02
H 0.23310 -2.64637 4.78490 -0.01 0.00 -0.01
H -1.01681 8.76767 2.15594 0.01 -0.01 0.00
H 2.12077 7.20907 1.16616 0.01 -0.01 -0.01
H -4.23097 5.62817 3.84702 -0.01 0.01 0.01
H 1.83481 -4.59379 -1.36376 -0.01 -0.01 -0.01
H -3.50735 0.40773 -5.25366 -0.01 0.02 -0.01
H -6.01404 -1.55057 -0.58633 0.01 0.02 0.01
H -1.68793 7.39488 4.08548 0.00 0.01 0.00
H 0.82700 5.55675 -2.50460 0.00 0.00 0.00
H 3.00414 0.60813 4.62619 0.01 0.01 0.01
H -3.04334 -2.02331 -5.12525 0.00 -0.02 0.00